[1]
Entry from OMol25: C5H11BrInO2 as an isolated structure (ωB97M-V with the def2-TZVPD basis set).

```
! wB97M-V def2-TZVPD RIJCOSX def2/J DEFGRID3
* xyz -1 1
C 1.2776 2.0345 0.0056
C -0.1455 1.9499 -0.5565
O -1.0876 1.6948 0.4502
C -1.9918 0.6028 0.1711
In -1.3321 -1.4813 0.6676
C 0.8988 -1.8119 0.6551
C 1.4905 -2.2678 -0.5954
O 2.1968 -3.2068 -0.8065
Br 1.0122 -1.1884 -2.2010
H 1.2460 1.6893 1.0378
H 1.6369 3.0614 0.0188
H 1.9685 1.4091 -0.5545
H -0.1971 1.1852 -1.3305
H -0.3964 2.9055 -1.0335
H -2.3101 0.6478 -0.8742
H -2.8676 0.8090 0.7861
H -1.8612 -1.9110 2.3176
H -2.1032 -2.5948 -0.4922
H 1.1314 -2.6110 1.3591
H 1.4337 -0.9164 0.9753
*
```

Properties
* E_LUMO: 3.11 eV
* molecular weight: 297.9 g mol⁻¹
* calculated total energy: -3111.7011 hartree

***

[2]
Entry from OMol25: C28H30B2ClF4N7O8Ti as an isolated structure (ωB97M-V with the def2-TZVPD basis set).

```
! wB97M-V def2-TZVPD RIJCOSX def2/J DEFGRID3
* xyz 2 1
Ti 1.3996 -0.9037 0.6039
C 5.8139 -0.8883 1.1104
C 4.3466 -0.7336 1.2260
N 3.5074 -1.0301 0.3035
O 3.9890 -1.4969 -0.8588
B 2.8867 -1.7953 -1.7943
F 1.8513 -2.3442 -0.8393
F 3.2460 -2.6422 -2.7437
O 2.1952 -0.6108 -2.3092
N 1.4886 -0.0146 -1.3262
C 0.6807 0.9267 -1.6513
C 0.4109 1.3722 -3.0323
C 0.0023 1.5097 -0.4657
N 0.3904 0.9585 0.6274
O -0.1118 1.4594 1.7765
B 0.2779 0.6127 2.9074
F 0.1303 -0.7537 2.3315
F -0.4556 0.8401 3.9889
O 1.7293 0.6425 3.2053
N 2.4196 -0.0128 2.2581
C 3.6885 -0.1167 2.4083
C 4.4379 0.4058 3.5733
C -0.9921 2.5951 -0.5286
H 6.0723 -1.4967 0.2499
H 6.2216 -1.3302 2.0193
H 6.2750 0.0981 0.9954
H 1.1262 0.9504 -3.7296
H 0.4177 2.4596 -3.0934
H -0.5970 1.0300 -3.2888
H 3.7750 0.5496 4.4214
H 4.8829 1.3730 3.3165
H 5.2521 -0.2665 3.8389
H -1.3895 2.7015 -1.5336
H -0.5100 3.5279 -0.2256
H -1.7938 2.3881 0.1800
Cl 1.8931 4.3068 -1.6977
O 1.2335 4.2653 1.1501
C 2.3245 5.0430 0.8789
C 3.0202 5.7245 1.8689
C 4.1331 6.4834 1.5439
C 4.5680 6.5650 0.2291
C 3.8791 5.8894 -0.7651
C 2.7630 5.1359 -0.4381
C 4.3035 2.6135 0.6256
O 5.2043 3.1188 1.1417
O 3.4203 2.0470 0.1220
H 0.9744 4.3899 2.0709
H 2.6776 5.6657 2.8962
H 4.6594 7.0156 2.3242
H 5.4342 7.1586 -0.0263
H 4.1905 5.9496 -1.7991
C -8.6801 -4.5943 -1.8420
C -7.4851 -3.6851 -1.8792
C -7.3344 -2.6529 -0.9572
C -6.2374 -1.8047 -1.0040
C -5.2727 -1.9881 -1.9836
N -4.1280 -1.1187 -2.0317
C -2.9720 -1.3251 -1.3806
O -2.0143 -0.5506 -1.4316
N -2.9449 -2.4905 -0.6175
C -1.8964 -2.9069 0.1691
C -2.0107 -4.0230 1.0097
C -0.9500 -4.4107 1.8037
C 0.2342 -3.6858 1.7918
N 0.3377 -2.6526 0.9664
C -0.6613 -2.2772 0.1755
C -5.4018 -3.0130 -2.9137
C -6.5019 -3.8512 -2.8557
H -9.3317 -4.3620 -1.0024
H -8.3731 -5.6375 -1.7595
H -9.2621 -4.4989 -2.7594
H -8.0906 -2.5027 -0.1973
H -6.1346 -0.9956 -0.2914
H -4.1594 -0.2788 -2.5895
H -3.7889 -3.0475 -0.6133
H -2.9404 -4.5778 1.0428
H -1.0398 -5.2675 2.4559
H 1.0750 -3.9219 2.4276
H -0.5245 -1.4307 -0.5123
H -4.6488 -3.1416 -3.6813
H -6.6057 -4.6439 -3.5862
*
```

Properties
* E_LUMO: -8.40 eV
* molecular weight: 773.5 g mol⁻¹
* calculated total energy: -3828.8945 hartree

***

Calculated maximum force, 1.06 0.49 eV Å⁻¹ (same order as the records).
Calculated orbital gap, 7.33 4.76 eV (same order as the records).